Entry 1:
Entry from the OMol25 dataset: a molecular structure, C20H15BiBrN3O3S2 in a non-equilibrium geometry (ωB97M-V with the def2-TZVPD basis set).

Structure (ORCA input):
```
! RIJCOSX wB97M-V def2-TZVPD def2/J DEFGRID3
* xyz 0 1
Bi -3.76 -16.78 -5.02
O -8.15 -17.28 -5.39
C -7.00 -16.95 -5.69
N -6.16 -16.14 -5.00
C -6.72 -15.20 -4.20
O -7.85 -14.73 -4.39
C -5.82 -14.60 -3.20
C -6.43 -13.64 -2.37
C -5.74 -13.07 -1.30
C -4.40 -13.48 -1.15
C -3.84 -14.34 -2.12
N -4.55 -14.94 -3.07
C -6.45 -17.51 -6.93
C -7.34 -17.93 -7.93
C -6.90 -18.45 -9.13
C -5.51 -18.57 -9.30
C -4.65 -18.08 -8.31
N -5.12 -17.56 -7.14
H -7.43 -13.31 -2.62
H -6.13 -12.27 -0.68
H -3.70 -13.26 -0.32
H -2.77 -14.51 -2.05
H -8.39 -17.78 -7.75
H -7.58 -18.77 -9.91
H -5.08 -18.96 -10.26
H -3.58 -18.18 -8.42
Br -2.38 -11.05 -8.87
C -2.68 -12.58 -7.78
C -1.64 -13.33 -7.25
C -1.90 -14.50 -6.51
C -3.19 -14.89 -6.24
C -4.22 -14.05 -6.65
C -4.00 -12.97 -7.49
H -0.66 -12.91 -7.42
H -1.02 -15.03 -6.22
H -5.25 -14.32 -6.35
H -4.78 -12.35 -7.92
C 0.55 -19.66 -5.33
O 0.07 -18.67 -4.40
C -0.93 -17.86 -4.76
S -1.41 -16.79 -3.52
S -1.73 -18.06 -6.30
H 1.11 -20.33 -4.66
H 1.21 -19.20 -6.10
H -0.27 -20.19 -5.82
*
```

***

Entry 2:
Entry from the OMol25 dataset: a molecular structure, C20H15BiBrN3O3S2 in a non-equilibrium geometry (ωB97M-V with the def2-TZVPD basis set).

Structure (ORCA input):
```
! RIJCOSX wB97M-V def2-TZVPD def2/J DEFGRID3
* xyz 0 1
Bi 0.74 -0.54 0.64
O -2.91 -3.21 -0.37
C -2.07 -2.35 -0.45
N -1.72 -1.43 0.50
C -2.71 -0.87 1.25
O -3.92 -0.92 1.02
C -2.28 0.01 2.40
C -3.27 0.39 3.35
C -2.92 1.25 4.37
C -1.57 1.62 4.49
C -0.66 1.06 3.61
N -0.97 0.31 2.58
C -1.23 -2.35 -1.72
C -1.66 -3.10 -2.86
C -0.91 -3.06 -4.02
C 0.28 -2.31 -4.03
C 0.67 -1.72 -2.83
N -0.07 -1.71 -1.72
H -4.26 -0.05 3.22
H -3.70 1.59 5.05
H -1.20 2.37 5.19
H 0.45 1.20 3.73
H -2.57 -3.67 -2.81
H -1.31 -3.56 -4.93
H 0.91 -2.34 -4.94
H 1.62 -1.17 -2.76
Br -0.77 5.43 -2.61
C -0.36 3.76 -1.84
C 0.87 3.63 -1.23
C 1.10 2.48 -0.43
C 0.14 1.50 -0.34
C -1.04 1.61 -1.08
C -1.34 2.77 -1.79
H 1.62 4.41 -1.35
H 2.03 2.43 0.08
H -1.77 0.78 -1.08
H -2.24 2.91 -2.39
C 5.88 -1.42 0.55
O 4.98 -0.67 1.51
C 3.78 -0.28 1.08
S 2.74 0.37 2.31
S 3.27 -0.39 -0.53
H 6.61 -1.82 1.22
H 6.41 -0.71 -0.09
H 5.32 -2.21 0.02
*
```

***

Entry 3:
Entry from the OMol25 dataset: a molecular structure, C20H15BrN8O3PdSe in a non-equilibrium geometry (ωB97M-V with the def2-TZVPD basis set).

Structure (ORCA input):
```
! RIJCOSX wB97M-V def2-TZVPD def2/J DEFGRID3
* xyz 0 1
Pd 0.08 1.09 -0.15
N 2.65 2.60 -4.16
C 2.95 2.19 -2.92
N 1.85 1.96 -2.24
C 0.88 2.26 -3.15
N 1.32 2.65 -4.32
C -0.56 2.27 -2.85
C -1.49 2.55 -3.85
N -2.79 2.67 -3.60
C -3.17 2.53 -2.33
C -2.27 2.22 -1.33
N -0.97 2.07 -1.60
H 3.27 2.87 -4.91
H 3.96 2.09 -2.55
H -1.16 2.70 -4.87
H -4.22 2.65 -2.10
H -2.57 2.10 -0.29
Se -0.54 5.52 0.00
C -0.06 3.90 0.54
N 0.24 2.81 0.88
N -0.75 -5.74 -0.86
C 0.20 -4.98 -1.45
O 1.14 -5.45 -2.07
C 0.04 -3.48 -1.33
C 1.14 -2.70 -1.64
C 1.05 -1.33 -1.51
N -0.08 -0.72 -1.11
C -1.15 -1.48 -0.82
C -1.12 -2.85 -0.92
H -0.63 -6.74 -0.90
H -1.43 -5.36 -0.24
H 2.06 -3.16 -1.97
H 1.88 -0.67 -1.71
H -2.03 -0.95 -0.48
H -2.03 -3.40 -0.69
Br -1.99 1.73 4.11
C -0.61 0.54 4.62
C -0.37 0.41 5.98
C 0.65 -0.41 6.44
C 1.46 -1.08 5.53
C 1.23 -0.92 4.17
C 0.19 -0.14 3.70
C -0.03 -0.07 2.21
O 0.97 0.09 1.42
O -1.20 -0.14 1.82
H -0.99 0.95 6.68
H 0.82 -0.51 7.50
H 2.27 -1.71 5.88
H 1.87 -1.41 3.45
*
```

***

Energy relative to the best compared isomer or geometry (same formula, charge and spin), record by record: 0.0075; 0.0000; 0.2656 eV
Calculated total energy, record by record: -4746.1366; -4746.1369; -6538.2942 hartree